(1)
The molecule C4H7NO2, computed with ωB97M-V with the def2-TZVPD basis set.

XYZ file:
```
14
Properties=species:S:1:pos:R:3:nbo_charge:R:1
O 1.6758 1.1197 1.4794 -0.58
C 1.5999 0.1273 0.7864 0.51
N 1.0403 0.1078 -0.4902 -0.42
C 0.1119 -1.0494 -0.7207 -0.24
C -0.8924 -0.1946 0.0508 0.09
O -2.2602 -0.3808 0.0030 -0.69
C -0.1292 1.0321 -0.4947 -0.27
H 2.0009 -0.8472 1.1088 0.12
H 0.3793 -2.0079 -0.2664 0.20
H -0.0558 -1.1821 -1.7971 0.21
H -0.4748 -0.2881 1.0954 0.15
H -2.6271 0.3171 0.5623 0.48
H -0.0049 1.8693 0.1912 0.23
H -0.3639 1.3766 -1.5081 0.21
```

Computed properties:
SMILES string   O=CN1CC(O)C1
Lowest unoccupied orbital energy   0.67 eV
Energy above the lowest of the compared OMol25 structures with the same formula, charge and spin   226.6 kJ/mol
HOMO energy   -9.806 eV
Maximum force   1.1 eV/A
Net charge   0
Orbital gap   10.477 eV
Molecular weight   101.10 g/mol
Total energy   -361.7945 a.u.

***

(2)
The molecule C5H10N2, computed with ωB97M-V with the def2-TZVPD basis set.

XYZ file:
```
17
Properties=species:S:1:pos:R:3:nbo_charge:R:1
C 2.3254 0.4974 0.0303 -0.62
C 0.9279 -0.1196 -0.1525 -0.08
N 0.4140 -0.3178 1.2653 -0.65
C -1.1142 -0.2945 1.1881 -0.24
C -1.3003 -0.5478 -0.3368 -0.07
N -1.5413 0.3385 -1.4609 -0.53
C -0.2720 0.6014 -0.7588 -0.14
H 3.0482 0.4258 -0.8298 0.21
H 2.8609 -0.1213 0.7990 0.22
H 2.3448 1.6535 0.2180 0.22
H 1.1322 -1.1918 -0.5195 0.19
H 0.7008 -1.2842 1.6593 0.36
H -1.4506 0.7000 1.4519 0.20
H -1.5333 -1.0480 1.9323 0.20
H -0.7826 -1.5422 -0.6076 0.17
H -1.3639 -0.1416 -2.4056 0.37
H -0.4651 1.5835 -0.1504 0.19
```

Computed properties:
SMILES string   C[C@H]1NC[C@H]2N[C@H]12
Lowest unoccupied orbital energy   0.95 eV
Energy above the lowest of the compared OMol25 structures with the same formula, charge and spin   482.5 kJ/mol
HOMO energy   -8.540 eV
Maximum force   2.7 eV/A
Net charge   0
Orbital gap   9.487 eV
Molecular weight   98.15 g/mol
Total energy   -305.8401 a.u.

***

(3)
A structure of composition C2H10NS, computed with ωB97M-V with the def2-TZVPD basis set.

XYZ file:
```
14
Properties=species:S:1:pos:R:3:nbo_charge:R:1
N 0.2189 1.9366 1.0439 -0.95
H 0.6252 2.0672 1.9643 0.44
H 0.0996 0.7111 0.8717 0.33
H -0.6667 2.3921 0.8517 0.44
H 0.9199 2.1748 0.3446 0.42
C -1.4719 -0.8098 -0.3840 -0.75
S 0.0337 -0.9907 0.6128 0.35
C 1.2213 -1.2535 -0.7242 -0.74
H -1.7474 -1.7600 -0.8363 0.26
H -1.3473 -0.0227 -1.1254 0.22
H -2.3041 -0.5693 0.2826 0.25
H 2.2228 -1.0319 -0.3443 0.25
H 1.1565 -2.2948 -1.0253 0.26
H 1.0395 -0.5493 -1.5318 0.23
```

Computed properties:
Lowest unoccupied orbital energy   -3.48 eV
Energy above the lowest of the compared OMol25 structures with the same formula, charge and spin   20.1 kJ/mol
HOMO energy   -14.025 eV
Maximum force   1.8 eV/A
Net charge   +1
Orbital gap   10.541 eV
Molecular weight   80.18 g/mol
Total energy   -534.8811 a.u.

***

(4)
A cluster of 8 separate species, C43H108NO30P7 in total, computed with ωB97M-V with the def2-TZVPD basis set.

XYZ file:
```
189
Properties=species:S:1:pos:R:3:lowdin_charge:R:1
C -15.9625 -22.2072 -14.3244 -0.06
C -16.0741 -23.6055 -13.7338 -0.27
O -15.6519 -24.6156 -14.6612 -0.18
P -14.7722 -25.8597 -14.1628 0.40
O -14.9893 -26.1655 -12.7518 -0.21
O -13.2850 -25.5723 -14.6003 -0.17
C -12.4250 -24.7045 -13.8935 -0.25
C -11.8013 -25.4334 -12.6776 -0.06
O -15.2749 -27.0304 -15.1353 -0.16
C -15.1718 -26.8844 -16.5520 -0.29
C -14.2302 -27.9618 -17.0749 -0.07
H -16.2402 -21.4096 -13.6397 0.08
H -14.9723 -22.0486 -14.7481 0.05
H -16.7022 -22.2050 -15.1306 0.08
H -15.4262 -23.6605 -12.8569 0.11
H -17.0885 -23.8431 -13.4178 0.12
H -11.4986 -24.4374 -14.4031 0.08
H -12.8757 -23.7452 -13.6364 0.12
H -11.5876 -26.4906 -12.8780 0.08
H -10.7497 -25.1882 -12.5051 0.06
H -12.4268 -25.4290 -11.7882 0.07
H -16.1586 -26.9523 -17.0107 0.12
H -14.7934 -25.9375 -16.9508 0.11
H -14.6418 -28.8706 -16.6265 0.08
H -14.1104 -28.0098 -18.1533 0.08
H -13.2524 -27.8582 -16.6016 0.08
C -11.6224 -23.3044 -17.5565 -0.05
C -11.8488 -21.9139 -16.9973 -0.25
O -10.8792 -21.8295 -15.9408 -0.18
P -10.8125 -20.6524 -14.8333 0.42
O -11.1819 -21.0888 -13.4816 -0.23
O -9.3617 -20.0326 -14.9566 -0.20
C -8.9324 -19.0353 -13.9945 -0.23
C -8.6907 -17.7351 -14.7797 -0.06
O -11.7453 -19.5039 -15.4794 -0.18
C -13.0770 -19.4354 -14.9639 -0.30
C -13.8766 -18.3577 -15.6309 -0.07
H -10.6790 -23.2807 -18.0948 0.05
H -11.6533 -24.0016 -16.7176 0.07
H -12.3307 -23.7311 -18.2705 0.08
H -11.4724 -21.2242 -17.7590 0.12
H -12.8974 -21.6562 -16.8453 0.11
H -9.6106 -18.9551 -13.1479 0.12
H -7.9589 -19.3644 -13.6332 0.12
H -8.2927 -18.0476 -15.7440 0.08
H -9.6266 -17.2181 -14.9918 0.07
H -8.0001 -17.0879 -14.2438 0.08
H -13.6198 -20.3841 -14.9849 0.09
H -13.0271 -19.2175 -13.8930 0.12
H -14.9418 -18.4853 -15.4236 0.08
H -13.5744 -17.3497 -15.3510 0.08
H -13.8805 -18.4187 -16.7231 0.08
C 2.1704 -27.1941 -7.2082 -0.07
C 1.2007 -26.2598 -7.9614 -0.25
O 1.6499 -24.9225 -7.6613 -0.19
P 2.3025 -23.9684 -8.7966 0.40
O 3.7527 -23.9806 -8.8806 -0.22
O 1.5844 -24.5525 -10.0952 -0.21
C 1.7220 -23.8601 -11.3224 -0.27
C 0.9454 -24.5397 -12.4520 -0.05
O 1.6489 -22.5422 -8.5090 -0.19
C 0.2331 -22.3104 -8.6373 -0.27
C -0.2533 -21.6046 -7.3824 -0.05
H 2.0123 -28.2331 -7.5068 0.07
H 3.1846 -26.9333 -7.5108 0.08
H 2.0564 -27.1258 -6.1293 0.07
H 1.1255 -26.5491 -9.0044 0.11
H 0.2351 -26.3641 -7.4674 0.11
H 1.3335 -22.8585 -11.1087 0.10
H 2.7912 -23.8170 -11.5412 0.12
H 1.4884 -25.4685 -12.6752 0.08
H -0.1076 -24.7808 -12.3612 0.07
H 1.2334 -24.0744 -13.3996 0.08
H -0.0555 -21.8021 -9.5603 0.09
H -0.2531 -23.2829 -8.7673 0.12
H 0.2136 -20.6513 -7.1544 0.07
H -1.3101 -21.4395 -7.6175 0.08
H -0.2253 -22.3018 -6.5464 0.08
C -6.2868 -21.7766 -21.6047 -0.06
C -7.5112 -21.4214 -20.7901 -0.26
O -7.8146 -22.5692 -19.9964 -0.18
P -8.8673 -23.6741 -20.4533 0.44
O -9.2017 -24.6070 -19.3902 -0.22
O -10.0676 -22.7892 -21.0714 -0.17
C -10.9063 -23.3512 -22.0523 -0.29
C -12.2190 -22.6191 -22.2617 -0.08
O -8.2424 -24.3950 -21.7915 -0.21
C -7.1862 -25.3747 -21.7992 -0.25
C -6.9214 -25.7323 -23.2544 -0.06
H -6.4868 -22.6401 -22.2276 0.06
H -5.9377 -20.8830 -22.1262 0.09
H -5.5020 -21.9337 -20.8589 0.08
H -7.4324 -20.4685 -20.2689 0.13
H -8.3152 -21.2292 -21.5096 0.11
H -10.3882 -23.3546 -23.0136 0.12
H -11.2304 -24.3722 -21.8263 0.12
H -12.0860 -21.6539 -22.7696 0.07
H -12.9137 -23.0537 -22.9830 0.08
H -12.7987 -22.3468 -21.3782 0.07
H -6.2809 -24.9809 -21.3353 0.10
H -7.5293 -26.2999 -21.3355 0.12
H -6.3850 -24.9687 -23.8073 0.06
H -6.2922 -26.6264 -23.1933 0.08
H -7.8804 -26.0889 -23.6297 0.09
C 1.8225 -16.5202 -13.1261 -0.06
C 0.4741 -17.2583 -13.0691 -0.23
O 0.0212 -17.5273 -11.7133 -0.19
P 0.4195 -18.8444 -10.9369 0.44
O -0.3539 -20.0779 -11.2218 -0.24
O 0.4408 -18.4013 -9.3859 -0.18
C 1.2840 -17.3441 -8.9088 -0.24
C 0.8222 -15.9151 -9.2686 -0.07
O 1.9941 -18.9563 -11.2796 -0.20
C 2.7389 -19.9418 -10.6006 -0.29
C 3.4973 -20.9256 -11.4796 -0.05
H 1.5942 -15.4827 -12.9048 0.08
H 2.5303 -17.0301 -12.4751 0.06
H 2.2509 -16.6549 -14.1198 0.08
H -0.2429 -16.5249 -13.4363 0.11
H 0.3542 -18.1627 -13.6619 0.12
H 1.1939 -17.4613 -7.8333 0.12
H 2.3275 -17.3166 -9.2267 0.11
H 0.5597 -15.6495 -10.2848 0.06
H 0.1764 -15.5915 -8.4493 0.07
H 1.6716 -15.2556 -9.0440 0.08
H 3.4682 -19.4906 -9.9173 0.12
H 2.1304 -20.5070 -9.8884 0.09
H 4.4073 -20.5308 -11.9280 0.08
H 3.8648 -21.6491 -10.7448 0.08
H 2.8088 -21.4194 -12.1615 0.07
C -8.2940 -24.3180 -14.5257 -0.04
C -7.8123 -22.8878 -14.8120 -0.23
O -6.4132 -22.8205 -14.4480 -0.17
P -5.2503 -23.0529 -15.4988 0.40
O -4.7882 -21.8877 -16.2786 -0.23
O -4.1051 -23.7131 -14.5930 -0.17
C -2.9564 -22.9703 -14.1675 -0.26
C -3.3289 -21.8188 -13.2425 -0.07
O -5.7697 -24.2883 -16.3321 -0.16
C -6.0110 -24.2101 -17.7168 -0.28
C -4.7975 -24.6363 -18.5431 -0.06
H -9.3851 -24.3483 -14.5538 0.05
H -7.8920 -24.9743 -15.2889 0.07
H -8.0437 -24.4981 -13.4806 0.09
H -8.0798 -22.6682 -15.8485 0.12
H -8.2610 -22.1126 -14.1983 0.10
H -2.2283 -23.6255 -13.6884 0.10
H -2.3822 -22.6941 -15.0566 0.11
H -2.4976 -21.1777 -12.9377 0.07
H -3.9426 -21.0189 -13.6642 0.07
H -3.8384 -22.3087 -12.4140 0.08
H -6.8230 -24.7817 -18.1751 0.11
H -6.2587 -23.1748 -17.9621 0.10
H -4.8205 -24.3848 -19.6024 0.05
H -4.0101 -23.9994 -18.1213 0.06
H -4.5322 -25.6789 -18.3718 0.08
C -2.9422 -25.6764 -21.9186 -0.07
C -3.0576 -25.8212 -23.4395 -0.24
O -3.8934 -24.8239 -24.0082 -0.19
P -3.3914 -23.3350 -24.2142 0.39
O -3.1584 -22.6210 -22.9605 -0.22
O -2.1120 -23.5561 -25.1354 -0.17
C -1.3068 -22.4013 -25.4004 -0.30
C -0.5143 -22.5589 -26.6808 -0.06
O -4.5445 -22.7019 -25.1165 -0.16
C -4.9404 -23.2385 -26.3633 -0.29
C -5.2846 -22.1099 -27.3430 -0.06
H -1.9186 -25.8066 -21.5664 0.08
H -3.1145 -24.6332 -21.6380 0.05
H -3.7063 -26.1772 -21.3249 0.07
H -2.0788 -25.8828 -23.9154 0.12
H -3.5823 -26.7623 -23.6179 0.11
H -1.9686 -21.5290 -25.4818 0.11
H -0.6245 -22.1061 -24.5987 0.12
H 0.2167 -23.2916 -26.3305 0.08
H -1.2317 -23.0750 -27.3228 0.08
H -0.1760 -21.5959 -27.0399 0.08
H -4.3105 -23.9619 -26.8855 0.12
H -5.8555 -23.8102 -26.1747 0.11
H -5.8810 -21.3109 -26.9011 0.08
H -4.3440 -21.5831 -27.5335 0.07
H -5.7396 -22.4828 -28.2562 0.08
C -1.4774 -22.0907 -19.3418 0.04
N -1.0064 -20.8261 -19.9619 -0.45
O -1.8167 -19.9453 -20.1399 0.07
O 0.1829 -20.7657 -20.1883 0.05
H -2.4829 -22.2937 -19.7158 0.08
H -1.7531 -21.9408 -18.2972 0.10
H -0.7474 -22.8538 -19.5736 0.09
```

Computed properties:
SMILES string   CCOP(=O)(OCC)OCC.CCOP(=O)(OCC)OCC.CCOP(=O)(OCC)OCC.CCOP(=O)(OCC)OCC.CCOP(=O)(OCC)OCC.CCOP(=O)(OCC)OCC.CCOP(=O)(OCC)OCC.C[N+](=O)[O-]
Lowest unoccupied orbital energy   0.46 eV
Energy above the lowest of the compared OMol25 structures with the same formula, charge and spin   467.5 kJ/mol
HOMO energy   -10.129 eV
Maximum force   2.8 eV/A
Net charge   0
Orbital gap   10.592 eV
Molecular weight   1336.13 g/mol
Total energy   -6405.1566 a.u.

***

(5)
A cluster of 3 separate species, C3H10O3 in total, computed with ωB97M-V with the def2-TZVPD basis set.

XYZ file:
```
16
Properties=species:S:1:pos:R:3:nbo_charge:R:1
C 1.5554 -1.4822 0.2650 -0.72
C 0.4979 -0.9353 1.1811 0.44
O 0.4805 0.2870 1.4713 -0.56
H 1.1556 -2.3497 -0.2642 0.23
H 1.8545 -0.7336 -0.4674 0.24
H 2.4229 -1.7913 0.8414 0.25
H 0.2353 -1.6272 1.9980 0.16
O 0.1966 1.9369 -0.5064 -0.55
O -0.4599 3.1714 -0.2776 -0.48
H 0.3001 1.3285 0.4629 0.49
H -0.3756 3.6054 -1.1363 0.45
C -1.6390 -0.2912 -0.7675 -0.79
H -1.0113 -1.0294 -0.0021 0.16
H -0.8287 -0.0222 -1.4273 0.23
H -2.5332 -0.5536 -1.3218 0.22
H -1.8511 0.4865 -0.0491 0.23
```

Computed properties:
SMILES string   CC=O.OO.C
Lowest unoccupied orbital energy   -0.40 eV
Energy above the lowest of the compared OMol25 structures with the same formula, charge and spin   488.8 kJ/mol
HOMO energy   -8.487 eV
Maximum force   4.9 eV/A
Net charge   0
Orbital gap   8.092 eV
Molecular weight   94.11 g/mol
Total energy   -345.8283 a.u.

***

(6)
A cluster of 2 separate species, C3H11O in total, computed with ωB97M-V with the def2-TZVPD basis set.

XYZ file:
```
15
Properties=species:S:1:pos:R:3:nbo_charge:R:1
O 0.3568 -1.6087 -2.2025 -1.06
H -0.1002 -2.4358 -2.6556 0.29
H 0.4215 -0.7645 -2.7956 0.35
H -0.0885 -1.3898 -1.3283 0.44
C -1.2209 0.8418 0.4283 -0.62
C -0.0846 0.6570 1.4238 -0.39
C 1.2418 0.2528 0.7510 -0.60
H -1.0909 1.4513 -0.4696 0.21
H -2.0933 1.2646 0.9378 0.21
H -1.5862 -0.1072 0.0279 0.19
H -0.3527 -0.1564 2.0975 0.20
H -0.0022 1.5888 1.9859 0.20
H 2.0039 0.1489 1.5230 0.21
H 0.9976 -0.6925 0.2777 0.18
H 1.5979 0.9495 -0.0011 0.20
```

Computed properties:
Lowest unoccupied orbital energy (alpha / beta)   1.18 / 0.38 eV
Multiplicity   2
Energy above the lowest of the compared OMol25 structures with the same formula, charge and spin   13.0 kJ/mol
HOMO energy (alpha / beta)   -5.084 / -11.740 eV
Maximum force   1.2 eV/A
Net charge   0
Orbital gap (alpha / beta)   6.269 / 12.120 eV
Molecular weight   63.12 g/mol
Total energy   -195.9857 a.u.